Here is 2 unconnected molecules or ions with the total composition C5H11IO3 from the OMol25 dataset. Energies are from ωB97M-V/def2-TZVPD.

Max |F|, eV/Å: 3.90
Multiplicity: 3
Kohn-Sham gap (alpha / beta), eV: 5.52 / 6.61

Geometry (Å):
C -2.65835 0.80246 -0.83957
C -0.62130 0.41801 1.49835
C -1.43375 1.67149 -0.55886
C -0.31940 0.86343 0.08215
C 2.77876 -2.14798 -0.22908
O 3.27022 -3.36268 -0.00308
O 3.72031 -1.23376 -0.05724
O 1.64033 -1.91353 -0.53055
I 1.53430 2.02361 0.07907
H -2.39126 -0.03324 -1.48466
H -3.08635 0.40849 0.07943
H -3.42226 1.39327 -1.33864
H -0.91465 1.26096 2.12632
H -1.43604 -0.30746 1.48159
H 0.24525 -0.06769 1.94612
H -1.71387 2.49950 0.09834
H -1.08506 2.09467 -1.50566
H 2.58490 -4.03643 -0.11429
H -0.06664 -0.00007 -0.53766
H 3.37485 -0.33305 -0.19208

Atom charges from the Löwdin analysis, given in e for atoms 1 to 6: atom 1 (C): -0.112, atom 2 (C): -0.178, atom 3 (C): -0.358, atom 4 (C): -0.830, atom 5 (C): -0.678, atom 6 (O): 0.149